The following is a quantum chemistry calculation of 8 unconnected molecules or ions with the total composition C40H66N2O11, from the Open Molecules 2025 dataset.

XYZ file:
```
119
Properties=species:S:1:pos:R:3:forces:R:3
C -9.191 3.001 4.215 0.27 0.10 0.16
C -8.418 2.083 5.167 -0.13 0.10 -0.25
N -8.275 0.728 4.620 -0.03 -0.16 0.20
C -7.134 0.529 3.804 0.00 0.09 -0.19
C -5.869 0.544 4.233 -0.24 0.05 0.04
C -4.726 0.313 3.312 0.11 -0.11 0.02
O -3.679 -0.149 3.711 -0.12 0.19 0.01
C -4.972 0.668 1.884 -0.06 0.01 -0.16
C -3.958 1.016 0.997 -0.05 -0.07 -0.02
O -2.636 1.088 1.409 -0.12 0.15 0.07
N -1.917 -0.146 1.412 0.09 -0.11 0.01
O -2.513 -1.054 1.003 -0.08 0.01 0.07
C -4.246 1.351 -0.314 0.02 0.02 -0.08
C -5.556 1.340 -0.773 0.11 -0.01 0.10
C -6.579 0.975 0.089 0.01 -0.02 -0.02
C -6.286 0.653 1.407 0.09 -0.03 0.08
C -7.386 0.264 2.341 0.05 -0.01 -0.02
O -8.404 -0.253 1.952 -0.10 0.18 0.00
H -9.004 2.723 3.178 -0.06 -0.04 0.00
H -8.852 4.031 4.339 -0.12 0.04 0.03
H -10.261 2.964 4.412 -0.03 -0.09 -0.16
H -7.443 2.535 5.378 0.06 -0.11 0.08
H -8.951 1.998 6.113 0.03 0.02 0.04
H -8.347 0.022 5.338 0.10 0.02 0.03
H -5.648 0.692 5.284 0.13 -0.14 -0.02
H -3.425 1.620 -0.966 -0.03 0.01 -0.02
H -5.759 1.603 -1.802 -0.02 -0.07 -0.01
H -7.607 0.947 -0.247 0.00 -0.05 0.04
C -4.763 -0.765 -6.045 -0.12 -0.12 -0.05
C -6.244 -0.396 -5.984 0.03 0.09 0.02
C -6.485 -0.349 -4.480 0.03 -0.06 0.00
O -5.250 0.067 -3.890 -0.03 0.07 0.04
C -4.201 0.006 -4.864 0.03 0.06 0.00
H -4.275 -0.502 -6.979 0.01 0.02 0.00
H -4.638 -1.839 -5.888 0.03 0.00 -0.01
H -6.404 0.591 -6.423 -0.01 0.00 0.00
H -6.896 -1.105 -6.492 0.01 -0.02 0.01
H -6.748 -1.337 -4.088 -0.03 0.00 -0.02
H -7.269 0.355 -4.194 0.01 0.01 0.03
H -3.924 1.026 -5.151 0.01 -0.01 -0.02
H -3.330 -0.475 -4.418 0.00 0.00 0.03
C 2.083 -1.210 -0.308 0.07 0.07 0.11
C 0.638 -0.883 -0.658 -0.04 -0.09 -0.20
C 0.766 0.525 -1.224 0.06 0.04 0.12
O 2.059 0.600 -1.829 -0.02 0.00 0.03
C 2.837 -0.541 -1.447 0.02 -0.02 -0.09
H 2.280 -2.279 -0.240 -0.04 -0.01 -0.04
H 2.352 -0.748 0.647 0.01 0.00 -0.01
H 0.282 -1.570 -1.429 0.02 -0.02 0.01
H -0.042 -0.940 0.187 0.09 0.00 0.02
H 0.706 1.279 -0.430 -0.05 -0.01 0.00
H 0.009 0.757 -1.976 0.02 0.01 -0.03
H 2.921 -1.209 -2.312 0.01 -0.05 0.04
H 3.840 -0.214 -1.170 0.00 0.03 -0.02
C -0.411 -1.430 -9.063 0.02 0.06 -0.01
C 0.461 -1.520 -7.813 -0.01 -0.06 0.00
C -0.389 -0.777 -6.792 0.01 0.05 -0.01
O -1.752 -1.003 -7.167 0.02 0.01 0.00
C -1.807 -1.577 -8.474 0.01 -0.05 0.04
H -0.188 -2.191 -9.809 0.00 -0.01 0.01
H -0.298 -0.450 -9.531 -0.01 0.00 0.00
H 0.586 -2.563 -7.515 0.00 0.01 0.01
H 1.450 -1.080 -7.934 0.00 0.01 -0.01
H -0.190 0.299 -6.816 0.03 -0.01 0.01
H -0.240 -1.132 -5.772 -0.03 0.00 0.01
H -2.091 -2.632 -8.385 0.00 0.00 -0.03
H -2.573 -1.062 -9.056 -0.02 0.01 0.02
C 8.112 -0.283 1.442 0.05 0.08 -0.02
C 6.898 0.525 1.892 -0.01 -0.05 -0.11
C 6.279 0.913 0.556 0.08 0.11 -0.04
O 6.584 -0.145 -0.356 -0.03 -0.01 0.07
C 7.562 -1.011 0.223 -0.05 -0.05 0.01
H 8.491 -0.963 2.203 -0.02 -0.01 0.01
H 8.925 0.386 1.147 0.00 -0.01 0.00
H 6.216 -0.107 2.458 -0.01 -0.01 0.07
H 7.147 1.387 2.510 0.00 0.00 0.01
H 6.717 1.840 0.167 -0.04 0.03 0.04
H 5.196 1.039 0.615 -0.01 -0.02 -0.08
H 7.076 -1.951 0.509 0.03 -0.01 0.02
H 8.325 -1.230 -0.525 -0.02 0.00 -0.03
C 3.814 -0.612 6.287 0.01 -0.06 0.00
C 5.086 -0.377 7.098 -0.01 0.06 0.01
C 6.165 -0.586 6.043 -0.02 -0.05 -0.01
O 5.595 -0.168 4.800 -0.04 -0.02 0.08
C 4.184 0.012 4.949 0.02 0.06 0.00
H 2.924 -0.165 6.727 0.00 0.01 0.01
H 3.635 -1.683 6.169 0.00 0.00 -0.01
H 5.112 0.650 7.468 0.01 0.00 0.00
H 5.196 -1.048 7.948 -0.01 -0.02 -0.01
H 6.445 -1.642 5.966 0.01 0.00 0.03
H 7.067 -0.002 6.232 0.00 0.01 -0.03
H 3.962 1.084 4.936 -0.03 -0.01 0.01
H 3.677 -0.455 4.104 0.03 0.00 -0.02
C 0.568 -6.000 0.465 0.00 0.04 0.06
C -0.880 -5.683 0.103 0.00 -0.05 -0.05
C -0.752 -4.277 -0.467 0.03 0.06 0.07
O 0.543 -4.206 -1.072 -0.02 -0.06 0.00
C 1.322 -5.337 -0.680 -0.01 -0.01 -0.06
H 0.779 -7.066 0.545 -0.01 -0.01 -0.01
H 0.830 -5.528 1.415 0.01 0.00 -0.01
H -1.237 -6.373 -0.665 0.00 0.01 0.00
H -1.565 -5.731 0.949 0.01 0.01 0.01
H -0.812 -3.521 0.323 -0.05 -0.01 0.01
H -1.511 -4.051 -1.217 0.03 0.03 -0.03
H 1.418 -6.014 -1.536 0.02 -0.02 0.02
H 2.319 -4.998 -0.395 0.00 0.02 -0.02
C 5.737 5.171 0.834 0.09 -0.05 -0.06
C 5.176 4.611 2.136 -0.09 0.01 0.03
C 6.242 5.035 3.137 0.07 -0.03 -0.06
O 6.788 6.261 2.646 0.00 0.00 0.00
C 6.356 6.481 1.302 -0.08 0.01 0.07
H 4.987 5.312 0.057 -0.01 0.00 0.01
H 6.511 4.506 0.445 -0.01 0.01 -0.02
H 4.223 5.089 2.372 0.01 -0.01 0.01
H 5.020 3.533 2.117 0.02 0.00 0.00
H 7.046 4.292 3.198 -0.03 -0.03 0.01
H 5.848 5.198 4.141 0.02 0.03 0.01
H 5.619 7.292 1.296 0.00 0.00 -0.03
H 7.212 6.790 0.701 0.02 0.00 0.02
```
Positions in Å, forces in eV/Å.

Values from the calculation:
HOMO-LUMO gap ... 8.06 eV
Highest occupied orbital energy ... -9.02 eV
LUMO level ... -0.96 eV
SMILES string ... CCNC1=CC(=O)c2c(ON=O)cccc2C1=O.C1CCOC1.C1CCOC1.C1CCOC1.C1CCOC1.C1CCOC1.C1CCOC1.C1CCOC1
Net charge ... 0